{
  "formula": "C12H26IrNO2P2",
  "method": "wB97M-V/def2-TZVPD",
  "symbols": ["Ir", "H", "H", "P", "P", "C", "H", "H", "H", "C", "H", "H", "H", "C", "H", "H", "H", "C", "H", "H", "H", "C", "H", "H", "H", "C", "H", "H", "H", "C", "O", "H", "O", "N", "C", "C", "C", "C", "C", "H", "H", "H", "H", "H"],
  "xyz": [[-0.21180, -0.13627, 0.06215], [0.10003, 1.45480, -0.71521], [0.88502, 0.85133, -0.86657], [-2.14616, 0.98331, 0.08080], [1.64516, -1.67135, -0.41065], [2.68129, -2.12586, 1.04109], [3.39494, -2.91862, 0.77455], [3.24751, -1.25991, 1.40657], [2.03446, -2.49188, 1.84508], [0.95821, -3.25485, -0.98604], [0.40990, -3.06012, -1.91189], [1.77643, -3.96318, -1.16419], [0.28617, -3.63055, -0.20926], [2.91077, -1.23416, -1.67587], [3.50429, -0.36335, -1.36749], [3.59401, -2.08221, -1.83605], [2.41338, -1.01291, -2.62739], [-3.48661, -0.19687, -0.24003], [-4.45933, 0.30784, -0.22245], [-3.33902, -0.64942, -1.22350], [-3.47728, -0.97727, 0.52501], [-2.61886, 1.75166, 1.66746], [-1.94810, 2.58113, 1.91847], [-3.64176, 2.15019, 1.62121], [-2.58142, 1.01233, 2.47344], [-2.45537, 2.31736, -1.12189], [-2.28339, 1.95395, -2.14015], [-3.49468, 2.67202, -1.06041], [-1.79475, 3.17200, -0.93830], [0.50501, 0.34660, 1.75368], [0.78402, 0.63429, 2.85968], [-0.54035, -0.47745, -1.47345], [2.38221, 0.85208, 0.71914], [2.51480, 2.09004, 0.44923], [3.19109, 2.49936, -0.67676], [3.88853, 3.67915, -0.56091], [3.29188, 4.65945, 0.19568], [2.20364, 4.34202, 0.99897], [1.78491, 3.06047, 1.10283], [3.28422, 1.75102, -1.50375], [4.72381, 3.87371, -1.24199], [3.61946, 5.67190, 0.10932], [1.67239, 5.07730, 1.58926], [0.93162, 2.71748, 1.70154]],
  "gap_ev": [5.3448, 5.3578],
  "charge": 2,
  "lumo_ev": [-6.23, -11.44],
  "homo_energy_ha": [-0.4255, -0.6173],
  "multiplicity": 7
}

***

{
  "formula": "C12H26N2O4",
  "method": "wB97M-V/def2-TZVPD",
  "symbols": ["C", "C", "C", "C", "C", "N", "C", "O", "O", "H", "H", "H", "H", "H", "H", "H", "H", "H", "H", "H", "H", "H", "C", "C", "C", "C", "C", "N", "C", "O", "O", "H", "H", "H", "H", "H", "H", "H", "H", "H", "H", "H", "H", "H"],
  "xyz": [[6.82151, 0.69529, 0.62187], [5.27658, 0.86929, 0.66357], [4.49388, -0.47106, 0.42918], [4.86516, -0.98612, -1.00684], [2.98053, -0.24939, 0.65329], [2.22019, -1.36905, 1.07668], [2.44399, 0.30201, -0.63640], [2.75560, 1.43667, -0.89348], [1.58118, -0.40295, -1.45180], [7.03522, 0.20954, -0.29001], [7.19875, 0.10775, 1.39507], [7.35702, 1.59009, 0.60582], [4.96611, 1.61670, -0.19589], [4.95701, 1.29778, 1.56332], [4.77056, -1.19606, 1.20440], [4.91579, -0.14272, -1.71295], [5.81422, -1.45017, -1.04482], [4.19042, -1.53583, -1.44343], [2.86345, 0.61092, 1.39620], [1.27663, -1.07544, 1.25372], [2.26146, -2.10584, 0.47888], [1.46397, -1.25803, -1.06482], [-3.84502, 3.20334, 0.38782], [-3.34693, 1.75844, 0.68891], [-3.49418, 0.86450, -0.55925], [-5.11957, 0.94175, -0.91426], [-3.02392, -0.59727, -0.38531], [-2.77647, -1.42701, -1.54052], [-3.90366, -1.47343, 0.64050], [-4.54945, -2.47351, 0.38383], [-3.68654, -1.05071, 1.89066], [-3.49232, 3.53575, -0.51900], [-4.81934, 3.25476, 0.36865], [-3.51154, 3.90253, 1.11571], [-3.99502, 1.36477, 1.50347], [-2.35561, 1.82081, 1.08664], [-2.93186, 1.30457, -1.42943], [-5.37952, 0.41378, -1.79051], [-5.46861, 1.97897, -1.03322], [-5.60139, 0.59478, -0.05422], [-2.00391, -0.51729, 0.11937], [-3.62732, -1.47945, -1.93116], [-2.68961, -2.19997, -1.14044], [-2.99712, -0.29034, 1.87331]],
  "gap_ev": 9.6540,
  "smiles": "CC[C@H](C)[C@H](N)C(=O)O.CC[C@H](C)[C@H](N)C(=O)O",
  "relative_energy_kcal_mol": 80.3,
  "lumo_ev": 0.11,
  "homo_energy_ha": -0.3508
}

***

{
  "formula": "C12H26N8O3",
  "method": "wB97M-V/def2-TZVPD",
  "symbols": ["H", "N", "C", "N", "N", "C", "C", "C", "C", "N", "C", "O", "C", "N", "C", "C", "C", "N", "C", "N", "N", "H", "C", "O", "O", "H", "H", "H", "H", "H", "H", "H", "H", "H", "H", "H", "H", "H", "H", "H", "H", "H", "H", "H", "H", "H", "H", "H", "H"],
  "xyz": [[-2.41215, 3.84896, 1.51587], [-2.80470, 4.70640, 1.13916], [-3.89994, 4.49479, 0.49723], [-4.67794, 5.56903, 0.07823], [-4.47754, 3.28072, 0.13611], [-3.88429, 2.03347, 0.57930], [-2.70840, 1.59244, -0.27813], [-2.06673, 0.31322, 0.23028], [-0.96652, -0.21958, -0.69968], [-0.39422, -1.47036, -0.21645], [0.27446, -1.63612, 0.94428], [0.47531, -0.73283, 1.75878], [0.86553, -3.03536, 1.18385], [0.16595, -4.02736, 0.38596], [2.36160, -2.99532, 0.82881], [2.64677, -2.86656, -0.67743], [4.09569, -2.52726, -1.01015], [4.60811, -1.31521, -0.38984], [3.81023, -0.16049, -0.34530], [3.21209, 0.13735, -1.56449], [3.68359, 0.45145, 0.76829], [3.16336, 1.33403, 0.65337], [0.09901, 0.85264, -0.97112], [0.27799, 1.31582, -2.07377], [0.81388, 1.28423, 0.07306], [-4.96492, 5.46993, -0.89930], [-4.19370, 6.42889, 0.23543], [-5.44533, 3.32101, 0.10623], [-4.65901, 1.25961, 0.53750], [-3.55792, 2.07978, 1.61803], [-1.92893, 2.37605, -0.28333], [-3.04314, 1.43755, -1.29100], [-1.65472, 0.44548, 1.26107], [-2.81861, -0.46770, 0.33489], [-1.39050, -0.47520, -1.69675], [-0.45929, -2.31258, -0.78775], [0.73672, -3.16865, 2.28398], [0.73650, -4.85731, 0.30551], [-0.68268, -4.32310, 0.82629], [2.78459, -2.13458, 1.35656], [2.82483, -3.89346, 1.23167], [2.01836, -2.07783, -1.10127], [2.36001, -3.78913, -1.19327], [4.76645, -3.33511, -0.70394], [4.18843, -2.45710, -2.10101], [4.98553, -1.44790, 0.51579], [3.80342, -0.01050, -2.38586], [2.67128, 1.00829, -1.59225], [0.66146, 0.69545, 0.87654]],
  "gap_ev": 9.1805,
  "smiles": "[H]/N=C(/N)NCCC[C@H](NC(=O)[C@@H](N)CCCN/C(N)=N/[H])C(=O)O",
  "relative_energy_kcal_mol": 0.0,
  "lumo_ev": 0.51,
  "homo_energy_ha": -0.3188
}

***

{
  "formula": "C12H26NO4S2",
  "method": "wB97M-V/def2-TZVPD",
  "symbols": ["C", "C", "C", "C", "C", "C", "C", "C", "S", "O", "O", "N", "S", "O", "O", "C", "C", "C", "C", "H", "H", "H", "H", "H", "H", "H", "H", "H", "H", "H", "H", "H", "H", "H", "H", "H", "H", "H", "H", "H", "H", "H", "H", "H", "H"],
  "xyz": [[0.70672, -2.30773, -4.66367], [0.08799, -1.34810, -3.65553], [-1.43208, -1.46508, -3.57875], [-2.02887, -0.56908, -2.49362], [-1.82363, -1.11444, -1.07984], [-2.83854, -0.57760, -0.07527], [-2.48525, -0.96867, 1.35836], [-1.23881, -0.21788, 1.84537], [0.06851, -1.31801, 2.37523], [0.19726, -2.30923, 1.32573], [-0.29910, -1.78116, 3.69394], [1.35592, -0.41221, 2.52430], [2.13936, 0.20574, 1.30112], [1.27343, 0.50780, 0.16782], [3.35729, -0.51431, 0.99897], [2.72066, 1.81738, 1.94945], [2.90458, 1.85151, 3.47100], [1.89370, 2.99343, 1.43137], [0.41118, 2.97222, 1.80915], [0.39811, -2.06205, -5.68447], [1.79757, -2.28324, -4.62983], [0.39641, -3.33659, -4.46308], [0.51449, -1.52566, -2.66477], [0.34385, -0.31849, -3.92583], [-1.86491, -1.22348, -4.55682], [-1.69279, -2.50887, -3.36681], [-3.09618, -0.40593, -2.68422], [-1.54382, 0.41238, -2.55641], [-1.87410, -2.20963, -1.09072], [-0.81847, -0.87191, -0.72447], [-3.84196, -0.93682, -0.33351], [-2.86322, 0.51797, -0.15034], [-2.28411, -2.04305, 1.38700], [-3.32481, -0.77415, 2.02868], [-0.80925, 0.38173, 1.04160], [-1.43847, 0.43203, 2.69755], [3.70146, 1.85678, 1.47245], [3.92648, 1.59396, 3.75138], [2.23832, 1.14568, 3.96504], [2.69594, 2.85658, 3.84583], [2.35626, 3.88951, 1.86066], [2.00624, 3.07188, 0.34855], [0.00490, 3.98607, 1.82950], [0.26770, 2.52801, 2.79799], [-0.16595, 2.38271, 1.09992]],
  "gap_ev": 8.9251,
  "charge": -1,
  "lumo_ev": 3.18,
  "homo_energy_ha": -0.2110
}

***

{
  "formula": "C12H27BClO14S3",
  "method": "wB97M-V/def2-TZVPD",
  "symbols": ["O", "C", "C", "C", "C", "B", "Cl", "C", "C", "O", "H", "H", "H", "H", "H", "H", "H", "H", "H", "H", "H", "H", "H", "H", "H", "C", "C", "O", "S", "O", "O", "O", "H", "H", "H", "H", "C", "C", "O", "S", "O", "O", "O", "H", "H", "H", "H", "C", "C", "O", "S", "O", "O", "O", "H", "H", "H", "H"],
  "xyz": [[-2.74233, 5.72675, 3.53463], [-2.14520, 4.35514, 3.54063], [-1.62035, 3.90604, 2.04300], [-0.87805, 2.42993, 2.25270], [0.55539, 2.57360, 3.04295], [0.63678, 1.78477, 4.48290], [2.22375, 0.78364, 4.70692], [0.35683, 2.71571, 5.80870], [1.12047, 4.16667, 5.81587], [1.98107, 4.27328, 7.02768], [-2.15250, 6.28661, 4.14669], [-1.20265, 4.41080, 4.23535], [-2.88434, 3.53322, 3.94071], [-2.50100, 3.79988, 1.25335], [-0.83565, 4.71083, 1.64309], [-1.60224, 1.69219, 2.81418], [-0.74093, 1.98169, 1.16035], [0.81468, 3.71385, 3.08052], [1.37656, 2.07675, 2.33486], [-0.23517, 0.96242, 4.46441], [0.66831, 2.16585, 6.82096], [-0.80434, 2.88623, 5.89133], [0.29445, 5.02054, 5.93172], [1.82959, 4.35916, 4.90034], [2.53736, 3.43898, 7.01202], [1.66864, 0.72360, -2.22277], [2.74306, 1.35994, -1.34503], [2.60856, 2.76450, -1.54972], [1.04025, 3.11067, -1.83436], [0.44308, 3.55165, -0.59338], [0.95485, 3.86757, -3.06164], [0.53756, 1.58777, -2.12759], [1.98448, 0.69010, -3.27046], [1.40736, -0.28449, -1.88996], [3.74908, 1.02620, -1.61020], [2.55910, 1.15400, -0.28528], [-2.25480, -2.66281, -5.07238], [-2.43250, -1.41559, -4.21064], [-1.35634, -1.45126, -3.27609], [-0.06482, -2.15435, -3.98184], [0.80749, -1.10919, -4.46953], [0.39264, -3.22817, -3.13093], [-0.84704, -2.80048, -5.25798], [-2.61885, -3.55548, -4.55356], [-2.75970, -2.57284, -6.03791], [-3.39377, -1.40152, -3.69147], [-2.32939, -0.50469, -4.80977], [0.56232, -6.42854, -3.72071], [0.55568, -6.61229, -2.20548], [-0.31970, -7.71205, -1.96676], [-0.22456, -8.74746, -3.22347], [0.69366, -9.80627, -2.86721], [-1.56061, -8.99581, -3.71305], [0.53230, -7.74701, -4.26470], [-0.33560, -5.90055, -4.05763], [1.45005, -5.89301, -4.06772], [0.20689, -5.72052, -1.67929], [1.55008, -6.88614, -1.83737]],
  "gap_ev": 6.3607,
  "charge": -1,
  "lumo_ev": 1.43,
  "homo_energy_ha": -0.1812
}